(1)
{
  "formula": "C9H14",
  "method": "the ωB97M-V functional and the def2-TZVPD basis",
  "species": ["C", "C", "C", "C", "C", "C", "C", "H", "H", "H", "H", "H", "H", "H", "H", "C", "C", "H", "H", "H", "H", "H", "H"],
  "positions_angstrom": [[0.561, -1.246, -2.686], [0.590, -1.481, -1.210], [-0.319, -0.866, -0.359], [-0.415, -1.173, 0.991], [0.569, -1.978, 1.550], [1.638, -2.375, 0.745], [1.563, -2.316, -0.631], [1.213, -1.919, -3.246], [0.841, -0.223, -2.951], [-0.432, -1.415, -3.106], [-1.097, -0.286, -0.834], [-1.244, -0.807, 1.581], [0.605, -2.338, 2.569], [2.447, -2.889, 1.243], [2.335, -2.655, -1.311], [-1.382, 2.391, 1.317], [-0.807, 3.626, 0.643], [-2.285, 2.108, 0.766], [-0.717, 1.530, 1.313], [-1.763, 2.517, 2.337], [-0.088, 4.191, 1.238], [-1.572, 4.302, 0.276], [-0.243, 3.301, -0.234]],
  "nbo_charge": [-0.633, -0.013, -0.215, -0.210, -0.224, -0.198, -0.218, 0.216, 0.222, 0.218, 0.205, 0.217, 0.215, 0.208, 0.209, -0.614, -0.608, 0.199, 0.212, 0.203, 0.203, 0.203, 0.203],
  "energy_ha": -351.313359,
  "mol_weight_g_mol": 122.21,
  "de_lowest_kcal_mol": 10.6,
  "smiles": "Cc1ccccc1.CC",
  "gap_ev": 9.96,
  "charge": 0
}



(2)
{
  "formula": "C6H10",
  "method": "the ωB97M-V functional and the def2-TZVPD basis",
  "species": ["C", "C", "C", "C", "C", "C", "H", "H", "H", "H", "H", "H", "H", "H", "H", "H"],
  "positions_angstrom": [[-1.918, 0.478, 0.415], [-0.190, 0.832, -0.950], [0.894, 1.258, -0.228], [1.551, -0.757, 0.229], [0.316, -1.394, 0.465], [-1.016, -0.234, -0.363], [-1.585, 1.301, 1.039], [-2.973, 0.214, 0.485], [-0.363, 1.128, -1.982], [1.585, 1.987, -0.649], [0.813, 1.303, 0.856], [2.175, -0.439, 1.060], [2.109, -0.990, -0.674], [-0.003, -1.493, 1.501], [0.089, -2.278, -0.127], [-1.482, -0.914, -1.077]],
  "nbo_charge": [-0.350, -0.155, -0.450, -0.356, -0.505, -0.285, 0.191, 0.193, 0.219, 0.215, 0.215, 0.206, 0.202, 0.211, 0.218, 0.231],
  "energy_ha": -234.428184,
  "mol_weight_g_mol": 82.15,
  "de_lowest_kcal_mol": 109.4,
  "gap_ev": [7.75, 7.75],
  "charge": 0
}



(3)
{
  "formula": "C4H8N2O",
  "method": "the ωB97M-V functional and the def2-TZVPD basis",
  "species": ["C", "C", "N", "C", "C", "N", "O", "H", "H", "H", "H", "H", "H", "H", "H"],
  "positions_angstrom": [[0.790, -1.703, -0.357], [0.323, -0.271, -0.532], [-1.098, -0.135, -0.915], [-1.298, 0.923, 0.089], [0.051, 0.561, 0.743], [0.929, 1.732, 0.881], [1.308, 1.916, 2.009], [0.761, -2.229, -1.318], [0.128, -2.233, 0.335], [1.816, -1.743, 0.029], [1.008, 0.283, -1.191], [-1.252, 0.156, -1.874], [-2.182, 0.789, 0.720], [-1.290, 1.949, -0.302], [0.004, 0.005, 1.683]],
  "nbo_charge": [-0.614, -0.039, -0.620, -0.209, -0.182, 0.152, -0.276, 0.217, 0.214, 0.213, 0.189, 0.361, 0.198, 0.191, 0.206],
  "energy_ha": -341.849848,
  "mol_weight_g_mol": 100.12,
  "de_lowest_kcal_mol": 96.5,
  "smiles": "C[C@H]1NC[C@@H]1N=O",
  "gap_ev": 9.26,
  "charge": 0
}



(4)
{
  "formula": "C3H3NO2",
  "method": "the ωB97M-V functional and the def2-TZVPD basis",
  "species": ["O", "C", "C", "O", "C", "N", "H", "H", "H"],
  "positions_angstrom": [[-0.972, 0.162, 1.784], [-0.355, 0.028, 0.594], [0.174, -1.096, 0.060], [0.683, -0.748, -1.167], [0.436, 0.562, -1.277], [-0.183, 1.088, -0.271], [-0.831, 1.072, 2.078], [0.273, -2.119, 0.379], [0.775, 1.051, -2.180]],
  "nbo_charge": [-0.659, 0.361, -0.045, -0.397, 0.338, -0.500, 0.492, 0.217, 0.194],
  "energy_ha": -321.333991,
  "mol_weight_g_mol": 85.06,
  "de_lowest_kcal_mol": 27.4,
  "smiles": "Oc1cocn1",
  "gap_ev": 9.91,
  "charge": 0
}



(5)
{
  "formula": "C21H26GeN4O11Sr",
  "method": "the ωB97M-V functional and the def2-TZVPD basis",
  "species": ["Sr", "O", "C", "O", "C", "C", "C", "C", "C", "C", "O", "N", "O", "O", "N", "O", "O", "H", "H", "C", "C", "N", "C", "C", "N", "C", "O", "O", "C", "O", "O", "H", "H", "H", "H", "H", "C", "C", "C", "C", "Ge", "C", "C", "C", "C", "H", "H", "H", "H", "H", "H", "H", "H", "H", "H", "H", "H", "H", "H", "H", "H", "H", "H", "H"],
  "positions_angstrom": [[3.081, -1.527, 0.345], [2.515, -2.177, 2.900], [1.456, -1.645, 2.627], [1.478, -0.401, 2.155], [0.171, -2.388, 2.525], [-0.746, -2.550, 3.527], [-1.892, -3.296, 3.259], [-2.098, -3.871, 2.022], [-1.172, -3.677, 1.018], [0.030, -2.942, 1.207], [0.949, -2.753, 0.347], [-1.477, -4.271, -0.283], [-2.091, -5.319, -0.294], [-1.123, -3.667, -1.278], [-2.896, -3.457, 4.302], [-2.699, -2.893, 5.364], [-3.873, -4.136, 4.053], [-0.607, -2.120, 4.509], [-2.983, -4.460, 1.832], [-0.222, -1.025, -2.934], [1.195, -0.597, -3.033], [2.073, -0.606, -2.051], [3.245, -0.084, -2.561], [3.085, 0.236, -3.869], [1.764, -0.109, -4.159], [4.058, 0.765, -4.837], [3.800, 0.481, -6.144], [5.008, 1.417, -4.528], [4.320, -0.191, -1.516], [4.919, -1.293, -1.474], [4.193, 0.598, -0.548], [-0.354, -1.605, -2.023], [-0.506, -1.652, -3.779], [-0.888, -0.160, -2.910], [1.259, 0.128, -4.997], [3.216, -0.283, -6.218], [-0.276, 3.469, -2.494], [0.245, 2.466, -1.474], [0.549, 3.106, -0.126], [1.142, 2.126, 0.887], [0.045, 0.619, 1.459], [-1.103, 0.944, 2.998], [-1.905, 2.252, 2.952], [-3.198, 2.158, 2.145], [-2.994, 1.771, 0.684], [-0.495, 2.994, -3.451], [0.458, 4.257, -2.675], [-1.194, 3.945, -2.144], [1.158, 1.990, -1.843], [-0.489, 1.662, -1.342], [-0.355, 3.576, 0.275], [1.265, 3.918, -0.279], [1.427, 2.646, 1.806], [2.064, 1.699, 0.478], [-0.504, -0.288, 0.353], [-0.411, 0.961, 3.845], [-1.765, 0.088, 3.146], [-1.284, 3.062, 2.553], [-2.153, 2.543, 3.975], [-3.709, 3.122, 2.196], [-3.862, 1.432, 2.623], [-2.259, 2.421, 0.201], [-3.922, 1.858, 0.119], [-2.661, 0.736, 0.579]],
  "nbo_charge": [1.876, -0.637, 0.816, -0.861, -0.298, -0.125, -0.061, -0.118, -0.107, 0.509, -0.850, 0.538, -0.375, -0.385, 0.537, -0.395, -0.379, 0.256, 0.275, -0.670, 0.421, -0.576, 0.081, -0.073, -0.516, 0.761, -0.673, -0.522, 0.713, -0.753, -0.768, 0.278, 0.235, 0.228, 0.424, 0.479, -0.602, -0.403, -0.396, -0.858, 1.565, -0.865, -0.396, -0.397, -0.620, 0.205, 0.211, 0.203, 0.207, 0.188, 0.192, 0.215, 0.239, 0.258, -0.170, 0.244, 0.240, 0.194, 0.218, 0.209, 0.203, 0.197, 0.227, 0.204],
  "energy_ha": -3970.139402,
  "mol_weight_g_mol": 670.69,
  "de_lowest_kcal_mol": 33.6,
  "gap_ev": 8.65,
  "charge": 0
}



(6)
{
  "formula": "C2H9N4P",
  "method": "the ωB97M-V functional and the def2-TZVPD basis",
  "species": ["C", "C", "N", "N", "N", "N", "P", "H", "H", "H", "H", "H", "H", "H", "H", "H"],
  "positions_angstrom": [[-1.916, -1.634, -0.310], [-0.479, -1.447, 0.139], [-2.212, 1.896, 0.751], [-2.652, -0.367, -0.070], [0.000, -0.263, -0.018], [2.630, 1.032, -0.505], [-1.786, 1.061, -0.466], [-2.171, -1.858, -1.465], [-2.350, -2.353, 0.317], [-0.019, -2.381, 0.506], [2.772, 1.458, 0.455], [-1.837, 2.872, 0.729], [-3.170, -0.413, 0.826], [0.887, -0.066, 0.346], [3.389, 1.147, -1.201], [1.822, 1.435, -0.978]],
  "nbo_charge": [-0.310, 0.174, -1.285, -0.964, -0.640, -1.121, 1.239, 0.233, 0.208, 0.182, 0.380, 0.363, 0.398, 0.395, 0.379, 0.370],
  "energy_ha": -641.923914,
  "mol_weight_g_mol": 120.10,
  "de_lowest_kcal_mol": 35.7,
  "gap_ev": 8.56,
  "charge": 0
}